A cluster of 2 separate species, C3H6Cl2O2P in total, computed with the ωB97M-V functional and the def2-TZVPD basis.

Each line ends with the Mulliken charge.
CARTESIAN COORDINATES (ANGSTROEM)
C -0.745 -1.567 -0.991  -1.016
C -0.785 1.312 1.020  -0.955
C 1.062 -0.693 0.002  0.031
O 0.558 1.636 -1.418  -0.706
O 1.942 1.756 0.792  -0.746
P 0.767 1.207 -0.030  0.946
Cl 2.313 -1.180 -1.002  -0.160
Cl 1.038 -1.623 1.527  -0.193
H -1.642 -1.560 -0.253  0.230
H -0.800 -0.813 -1.773  0.298
H -0.315 -2.369 -1.485  0.461
H -1.135 2.356 1.099  0.341
H -1.726 0.866 0.592  0.239
H -0.532 0.671 1.920  0.228

Forces on atoms 1 to 3 (eV/Å):
C 0.8 3.9 2.4
C -0.5 -1.3 -0.5
C -4.6 -1.0 -0.8

The calculation puts the HOMO energy at -0.1708 Ha. As for the energy above the lowest of the compared OMol25 structures with the same formula, charge and spin: 52.84 kcal/mol. Its lowest unoccupied orbital energy is 3.4 eV. As for the total charge: -1.

A structure of composition C30H42AlFN5O, computed with the ωB97M-V functional and the def2-TZVPD basis.

Each line ends with the Mulliken charge.
CARTESIAN COORDINATES (ANGSTROEM)
Al -0.926 -0.448 -0.731  -0.683
C -3.475 -0.103 -3.784  -1.377
C -3.281 -0.548 -2.381  0.746
O -2.435 0.035 -1.617  -0.257
N -4.007 -1.515 -1.872  -0.066
C -3.911 -1.912 -0.465  -1.283
C -2.722 -2.804 -0.190  1.436
C -2.935 -4.126 0.134  -1.015
C -1.853 -4.990 0.282  -0.663
C -0.579 -4.498 0.069  -1.197
C -0.430 -3.160 -0.233  -0.205
N -1.467 -2.306 -0.340  0.929
H -2.589 0.423 -4.129  0.326
H -4.329 0.578 -3.825  0.375
H -3.689 -0.947 -4.439  0.485
H -4.681 -1.981 -2.466  0.314
H -4.824 -2.448 -0.218  0.636
H -3.908 -1.005 0.142  -0.009
H -3.945 -4.491 0.257  0.521
H -2.013 -6.029 0.538  0.483
H 0.294 -5.131 0.134  0.551
H 0.552 -2.743 -0.402  0.645
C 3.249 2.709 -1.646  -1.651
C 1.794 2.573 -1.177  0.901
C 1.112 3.939 -1.306  -1.388
C 1.795 1.980 0.225  1.201
C 2.246 2.760 1.290  -0.777
C 2.436 2.217 2.554  -1.881
C 2.272 0.856 2.747  -0.538
C 1.850 0.031 1.705  0.808
C 1.846 -1.472 1.906  0.972
C 0.735 -1.961 2.834  -1.356
C 3.212 -1.942 2.415  -1.586
C 1.511 0.625 0.484  -0.992
N 0.847 -0.161 -0.529  1.481
C 1.681 -0.702 -1.526  1.515
C 3.068 -0.815 -1.497  -1.010
C 3.732 -1.387 -2.577  -1.137
C 3.049 -1.856 -3.692  -0.746
C 1.659 -1.764 -3.751  -1.166
C 1.072 -1.198 -2.659  0.512
F -0.355 -1.045 -2.588  -0.123
H 3.281 2.939 -2.710  0.476
H 3.819 1.796 -1.479  0.291
H 3.751 3.518 -1.115  0.408
H 1.293 1.873 -1.852  -0.028
H 1.517 4.660 -0.597  0.305
H 0.030 3.901 -1.171  0.286
H 1.282 4.346 -2.302  0.484
H 2.498 3.798 1.120  0.503
H 2.787 2.841 3.364  0.518
H 2.512 0.423 3.709  0.497
H 1.696 -1.927 0.927  -0.027
H 0.764 -1.451 3.798  0.292
H 0.844 -3.027 3.032  0.451
H -0.265 -1.818 2.404  0.240
H 3.397 -1.604 3.434  0.384
H 4.023 -1.570 1.790  0.327
H 3.259 -3.030 2.422  0.497
H 3.621 -0.448 -0.642  0.742
H 4.809 -1.467 -2.545  0.508
H 3.589 -2.292 -4.520  0.463
H 1.087 -2.109 -4.599  0.570
N -1.900 3.281 2.491  -0.008
C -1.779 1.913 3.102  -1.335
C -1.022 1.009 2.149  0.384
N -1.681 0.865 0.817  0.222
C -1.855 2.230 0.249  0.059
C -2.595 3.190 1.163  -1.217
H -0.964 3.686 2.375  0.374
H -2.411 3.911 3.116  0.390
H -2.793 1.577 3.323  0.402
H -1.228 2.007 4.037  0.486
H -0.913 0.027 2.608  -0.131
H -0.021 1.404 1.985  -0.248
H -2.608 0.476 0.996  0.477
H -2.388 2.178 -0.698  0.586
H -0.849 2.602 0.047  -0.259
H -3.615 2.864 1.376  0.399
H -2.632 4.186 0.724  0.500

Forces on atoms 1 to 3 (eV/Å):
Al -0.1 0.1 0.2
C 0.0 0.0 0.0
C 0.1 0.0 0.0

The calculation puts the HOMO energy at -0.5805 Ha. As for the energy above the lowest of the compared OMol25 structures with the same formula, charge and spin: 0.00 kcal/mol. Its lowest unoccupied orbital energy is -8.5 eV. As for the total charge: +3.

A structure of composition C12H14BF3N6O2Os, computed with the ωB97M-V functional and the def2-TZVPD basis.

Each line ends with the Mulliken charge.
CARTESIAN COORDINATES (ANGSTROEM)
C -2.566 1.477 0.364  -0.015
N -1.447 1.092 -0.305  -0.333
N -1.396 1.792 -1.498  0.308
C -2.461 2.611 -1.545  0.098
C -3.218 2.453 -0.399  -0.938
B -0.298 1.399 -2.541  -0.154
N 1.124 1.675 -1.962  0.012
N 1.515 1.102 -0.738  0.003
C 2.828 1.424 -0.537  -0.052
C 3.269 2.172 -1.621  -0.954
C 2.187 2.296 -2.481  0.043
Os 0.272 -0.013 0.302  1.379
N -0.396 -0.154 -2.648  0.338
N -0.206 -0.939 -1.520  -0.290
C -0.468 -2.228 -1.874  0.065
C -0.820 -2.256 -3.223  -0.839
C -0.776 -0.941 -3.665  0.098
H -0.403 -3.034 -1.146  0.550
H -0.984 -0.485 -4.623  0.547
H -1.079 -3.119 -3.817  0.502
H -0.461 1.929 -3.591  0.110
H 2.099 2.789 -3.432  0.553
H -2.583 3.270 -2.393  0.556
H 4.259 2.562 -1.741  0.490
H -4.121 2.976 -0.119  0.515
H 3.347 1.076 0.349  0.531
H -2.844 1.018 1.297  0.716
H 1.277 -1.710 0.421  0.360
C 1.799 -1.217 1.290  -0.775
H 2.869 -1.258 1.045  0.453
H 1.606 -0.097 1.504  0.172
H 1.533 -1.779 2.194  0.422
F -1.499 1.199 4.893  -0.178
C -0.521 1.642 4.078  0.694
F -0.702 2.966 3.860  -0.201
F 0.672 1.474 4.706  -0.195
C -0.506 0.849 2.711  0.608
O -1.059 -0.253 2.570  -0.489
O 0.188 1.429 1.789  -0.710

Forces on atoms 1 to 3 (eV/Å):
C 3.0 -2.2 -0.3
N -1.7 0.3 2.0
N -1.9 1.5 -0.3

The calculation puts the HOMO energy (spin up / spin down) at -0.8827 / -0.8802 Ha. As for the expectation value of S²: 6.0342. Its lowest unoccupied orbital energy (spin up / spin down) is -15.2 / -19.0 eV. As for the total charge: +4. The spin multiplicity is 5.

A cluster of 2 separate species, C4H10NP in total, computed with the ωB97M-V functional and the def2-TZVPD basis.

Each line ends with the Mulliken charge.
CARTESIAN COORDINATES (ANGSTROEM)
C 0.637 1.829 -0.898  -0.253
C 0.951 0.376 -1.224  -0.670
C -2.353 -1.580 0.023  -1.031
C 0.820 -0.564 1.704  -0.992
N -0.048 1.679 0.385  -0.578
P -0.072 0.034 0.284  0.449
H 1.635 2.239 -0.871  0.205
H 0.150 2.646 -1.624  0.227
H 0.402 -0.045 -2.049  0.235
H 1.956 0.186 -1.354  0.390
H -2.311 -1.725 -1.095  0.273
H -1.860 -2.279 0.699  0.383
H -3.007 -0.762 0.279  0.349
H 1.912 -0.337 1.639  0.316
H 0.491 -0.058 2.528  0.392
H 0.697 -1.638 1.575  0.304

Forces on atoms 1 to 3 (eV/Å):
C -0.7 2.1 -1.3
C -3.1 -0.5 -0.6
C 1.2 0.5 -1.8

The calculation puts the HOMO energy (spin up / spin down) at -0.2750 / -0.2839 Ha. As for the energy above the lowest of the compared OMol25 structures with the same formula, charge and spin: 100.65 kcal/mol. Its lowest unoccupied orbital energy (spin up / spin down) is -0.3 / 0.4 eV.

An isolated molecule of C2H3F3O2, computed with the ωB97M-V functional and the def2-TZVPD basis.

Each line ends with the Mulliken charge.
CARTESIAN COORDINATES (ANGSTROEM)
C 0.469 -0.066 1.047  0.025
C -0.333 -0.178 -0.322  0.823
O -1.555 0.526 -0.155  -0.501
O 0.267 0.160 -1.473  -0.539
F 0.858 1.222 1.297  -0.235
F 1.711 -0.595 0.694  -0.256
F -0.689 -1.585 -0.311  -0.318
H -0.078 -0.605 1.762  0.314
H -1.854 0.634 -1.088  0.317
H 1.204 0.488 -1.451  0.370

Forces on atoms 1 to 3 (eV/Å):
C 2.4 1.5 -4.7
C -1.7 -0.2 2.4
O 1.4 -0.8 -1.4

The calculation puts the HOMO energy at -0.4389 Ha. The SMILES is OC(O)(F)C(F)F. As for the energy above the lowest of the compared OMol25 structures with the same formula, charge and spin: 4.99 kcal/mol. Its lowest unoccupied orbital energy is 0.6 eV.

A structure of composition C3H6F3OSm, computed with the ωB97M-V functional and the def2-TZVPD basis.

Each line ends with the Mulliken charge.
CARTESIAN COORDINATES (ANGSTROEM)
H -0.816 -3.232 -0.027  0.070
C -0.774 -3.255 -1.134  0.315
F -0.750 -1.441 -2.796  -0.775
F -1.020 -4.596 -1.292  -0.269
F -2.028 -2.780 -1.378  -0.234
Sm 0.779 0.715 -3.720  0.817
C 2.760 -3.846 -2.483  -0.631
O 1.855 -3.917 -1.412  -0.304
C 1.179 -2.730 -1.064  -0.323
H 3.090 -4.869 -2.701  0.222
H 2.304 -3.450 -3.405  0.261
H 3.645 -3.268 -2.164  0.310
H 0.980 -2.473 -0.013  0.214
H 2.010 -2.000 -0.984  0.327

Forces on atoms 1 to 3 (eV/Å):
H 0.9 0.6 -0.2
C -1.3 -0.5 3.8
F 1.8 2.6 -1.5

The calculation puts the HOMO energy (spin up / spin down) at -0.2307 / -0.3107 Ha. As for the energy above the lowest of the compared OMol25 structures with the same formula, charge and spin: 0.00 kcal/mol. As for the expectation value of S²: 15.7561. Its lowest unoccupied orbital energy (spin up / spin down) is -0.4 / -0.8 eV. The spin multiplicity is 8.